(1)
C4H12NO2 | ωB97M-V/def2-TZVPD

Values from the calculation:
Relative energy (zero: lowest compared OMol25 entry of this formula, charge and spin) in kcal/mol: 49.25
HOMO-LUMO gap in eV: 6.60

Geometry as ORCA input:
```
! wB97M-V def2-TZVPD RIJCOSX def2/J DEFGRID3
* xyz -1 1
C -1.06 -2.44 0.33
N -0.60 -1.19 1.00
C -1.66 -0.67 1.81
C -0.22 -0.28 -0.14
C 1.19 0.33 0.30
O 1.68 0.86 -0.87
H -0.29 -2.69 -0.40
H -2.09 -2.17 -0.14
H -1.31 -3.36 0.98
H -1.26 0.23 2.31
H -1.81 -1.37 2.76
H -2.60 -0.42 1.25
H -0.08 -1.01 -1.03
H -1.00 0.39 -0.42
H 1.81 -0.51 0.76
H 0.78 1.24 1.00
H 0.78 2.69 -2.94
H 1.21 2.27 -1.47
O 0.90 3.06 -2.06
*
```

---

(2)
C32H91N11O11 | ωB97M-V/def2-TZVPD

Values from the calculation:
Relative energy (zero: lowest compared OMol25 entry of this formula, charge and spin) in kcal/mol: 0.00
Structure (SMILES): COC[C@H](C)N.COC[C@H](C)N.COC[C@H](C)N.COC[C@H](C)N.COC[C@H](C)N.NC(N)=O.NC(N)=O.NC(N)=O.CC(C)O.CC(C)O.CC(C)O
HOMO-LUMO gap in eV: 9.50

Geometry as ORCA input:
```
! wB97M-V def2-TZVPD RIJCOSX def2/J DEFGRID3
* xyz 0 1
C -2.44 -5.91 2.99
C -2.16 -5.11 1.71
C -0.83 -5.44 1.22
O -0.53 -4.77 0.03
C 0.27 -5.52 -0.87
N -3.11 -5.54 0.71
H -1.52 -5.92 3.59
H -2.63 -6.97 2.80
H -3.24 -5.43 3.57
H -2.25 -3.99 1.86
H -0.75 -6.51 1.05
H -0.02 -5.18 1.99
H 0.53 -4.85 -1.72
H -0.16 -6.44 -1.33
H 1.24 -5.84 -0.51
H -2.88 -5.09 -0.17
H -4.02 -5.23 0.93
C 4.09 -1.16 2.50
C 4.27 0.19 1.87
C 5.57 0.20 1.10
O 5.77 1.43 0.50
C 7.11 1.55 0.00
N 3.16 0.56 1.05
H 4.41 -1.99 1.77
H 3.01 -1.34 2.66
H 4.73 -1.37 3.37
H 4.39 1.02 2.59
H 5.55 -0.54 0.29
H 6.38 -0.01 1.79
H 7.80 1.79 0.85
H 7.23 2.36 -0.80
H 7.44 0.59 -0.37
H 3.44 1.44 0.66
H 2.79 -0.11 0.37
C -3.37 4.03 1.00
C -1.97 3.56 0.61
C -0.96 4.58 1.09
O 0.35 4.34 0.56
C 0.52 4.60 -0.85
N -1.69 2.31 1.28
H -3.50 4.02 2.09
H -4.12 3.42 0.58
H -3.61 5.05 0.70
H -1.82 3.32 -0.46
H -0.92 4.43 2.15
H -1.23 5.65 0.86
H 0.34 3.71 -1.41
H 1.55 4.94 -1.02
H -0.27 5.30 -1.26
H -2.46 1.65 1.23
H -1.31 2.45 2.23
C 1.30 4.46 -4.63
C 2.80 4.25 -4.66
C 3.37 4.07 -3.30
O 2.97 2.75 -2.81
C 4.11 1.93 -2.43
N 3.31 3.13 -5.47
H 1.07 5.27 -3.89
H 0.78 3.60 -4.12
H 0.80 4.66 -5.55
H 3.17 5.16 -5.06
H 2.95 4.88 -2.72
H 4.49 4.17 -3.30
H 4.58 2.30 -1.49
H 4.79 1.81 -3.26
H 3.69 0.97 -2.16
H 3.03 2.29 -4.98
H 2.80 3.25 -6.31
C -3.13 1.67 -2.16
C -2.99 1.25 -3.61
C -1.65 0.90 -3.93
O -1.57 0.29 -5.18
C -0.34 0.37 -5.91
N -3.91 0.11 -3.91
H -3.49 0.80 -1.57
H -3.75 2.57 -1.95
H -2.13 1.91 -1.79
H -3.38 2.04 -4.29
H -1.29 0.18 -3.19
H -0.93 1.73 -3.92
H -0.55 -0.10 -6.87
H 0.50 -0.08 -5.30
H -0.20 1.36 -6.28
H -4.89 0.46 -3.78
H -3.87 -0.26 -4.84
C 0.67 2.60 3.85
O 0.04 3.60 4.24
N 1.56 2.61 2.84
N 0.70 1.43 4.61
H 1.96 1.73 2.60
H 1.44 3.27 2.07
H 0.18 1.42 5.49
H 1.16 0.56 4.39
C -0.40 -0.74 -0.37
O -0.16 -1.69 -1.08
N 0.10 0.57 -0.58
N -1.09 -0.87 0.81
H 1.02 0.71 -0.94
H -0.19 1.22 0.16
H -1.39 -0.09 1.40
H -1.74 -1.67 0.77
C -4.09 -1.97 -0.73
O -3.93 -2.24 0.47
N -3.13 -2.09 -1.64
N -5.30 -1.53 -1.31
H -3.26 -1.63 -2.56
H -2.22 -2.41 -1.26
H -5.51 -1.69 -2.25
H -5.97 -1.19 -0.63
C 4.46 -1.80 -3.16
C 3.31 -2.39 -2.36
C 3.82 -3.21 -1.20
O 2.57 -1.25 -1.95
H 5.11 -2.61 -3.47
H 4.99 -1.11 -2.52
H 4.04 -1.20 -3.99
H 2.59 -2.99 -2.98
H 4.47 -4.05 -1.61
H 3.04 -3.68 -0.60
H 4.36 -2.59 -0.52
H 1.61 -1.43 -1.81
C -1.54 -2.65 4.61
C -0.30 -1.71 4.82
C 0.59 -2.16 5.97
O 0.68 -1.64 3.70
H -2.37 -2.54 5.30
H -1.33 -3.72 4.63
H -1.89 -2.52 3.61
H -0.74 -0.70 4.98
H 1.01 -3.13 5.59
H 0.09 -2.41 6.90
H 1.44 -1.53 6.09
H 0.21 -1.25 3.02
C -5.83 0.53 1.74
C -4.70 0.50 2.82
C -5.08 -0.19 4.14
O -3.53 -0.10 2.28
H -6.65 1.23 2.03
H -6.32 -0.50 1.75
H -5.48 0.90 0.71
H -4.42 1.58 3.08
H -5.11 -1.23 4.00
H -6.06 0.14 4.49
H -4.32 0.06 4.86
H -3.81 -0.95 1.88
*
```

---

(3)
C6H24MnN4O6 | ωB97M-V/def2-TZVPD

Values from the calculation:
Relative energy (zero: lowest compared OMol25 entry of this formula, charge and spin) in kcal/mol: 0.00
HOMO-LUMO gap (spin up / spin down) in eV: 9.78 / 10.37
⟨S²⟩: 8.75

Geometry as ORCA input:
```
! wB97M-V def2-TZVPD RIJCOSX def2/J DEFGRID3
* xyz 2 6
Mn 0.16 0.56 -0.05
C 0.84 2.81 -1.30
O 0.66 3.48 -2.47
N 0.06 2.77 -0.29
N 1.47 1.71 -1.19
H -0.88 3.12 -0.60
H 0.22 3.58 0.36
H 1.67 1.33 -2.12
H 2.42 1.97 -0.88
C -1.49 -2.62 0.26
O -1.13 -1.28 0.22
N -1.78 -3.36 -0.83
N -1.69 -3.21 1.37
H -1.85 -2.94 -1.80
H -2.40 -4.26 -0.74
H -1.59 -2.63 2.23
H -1.75 -4.18 1.57
C -1.42 1.50 2.76
O -1.50 1.23 1.42
H -2.36 1.15 3.27
H -1.27 2.53 2.97
H -0.62 0.88 3.20
H -2.43 1.46 1.19
C 1.40 -0.58 2.27
O 1.41 0.70 1.73
H 0.79 -0.60 3.16
H 2.42 -0.87 2.39
H 0.99 -1.30 1.62
H 1.90 1.15 2.43
C 2.83 -1.08 -0.82
O 1.41 -1.14 -0.68
H 3.10 -1.04 -1.89
H 3.27 -1.83 -0.27
H 3.22 -0.14 -0.48
H 1.16 -2.02 -1.04
C -0.99 0.55 -3.10
O -1.26 0.50 -1.76
H -0.77 1.61 -3.35
H -1.81 0.25 -3.77
H -0.21 -0.16 -3.32
H -2.22 0.36 -1.65
*
```

---

(4)
C5H9ClS | ωB97M-V/def2-TZVPD

Values from the calculation:
Relative energy (zero: lowest compared OMol25 entry of this formula, charge and spin) in kcal/mol: 0.00
Structure (SMILES): C/C=C(\Cl)[C@H](C)S
HOMO-LUMO gap in eV: 9.90

Geometry as ORCA input:
```
! wB97M-V def2-TZVPD RIJCOSX def2/J DEFGRID3
* xyz 0 1
C -2.57 -0.57 -0.37
C -1.12 -0.60 0.02
C -0.16 0.24 -0.22
C 1.27 -0.01 0.16
C 1.88 1.15 0.98
H -2.78 -1.57 -0.79
H -2.91 0.17 -1.07
H -3.17 -0.50 0.53
H -0.89 -1.46 0.63
H 1.20 -0.88 0.78
H 2.90 0.91 1.33
H 1.89 2.02 0.31
H 1.23 1.37 1.83
H 1.46 -1.47 -1.63
S 2.28 -0.45 -1.30
Cl -0.50 1.67 -1.18
*
```

---

(5)
C3H7BrN2O | ωB97M-V/def2-TZVPD

Values from the calculation:
Relative energy (zero: lowest compared OMol25 entry of this formula, charge and spin) in kcal/mol: 70.53
Structure (SMILES): NN[C@H](Br)[C@H]1CO1
HOMO-LUMO gap in eV: 9.50

Geometry as ORCA input:
```
! wB97M-V def2-TZVPD RIJCOSX def2/J DEFGRID3
* xyz 0 1
C 0.63 2.29 -0.26
C 0.57 0.82 -0.21
C -0.53 0.22 0.59
N -0.03 -2.25 -0.53
N -0.14 -1.49 0.65
O 1.66 1.57 0.29
Br -2.30 0.28 -0.15
H 0.87 2.68 -1.29
H -0.14 2.76 0.30
H 0.70 0.34 -1.17
H -0.46 0.33 1.71
H -0.91 -2.70 -0.59
H 0.78 -2.85 -0.62
H -0.70 -2.01 1.28
*
```

---

(6)
C29H51NO16P2S | ωB97M-V/def2-TZVPD

Values from the calculation:
Structure (SMILES): C=CC[C@@]1(CCCC)OS(=O)(=O)[C@H](P(=O)(O)O)[C@H](CNC)[C@@H]1P(O)O.O=C1CCCO1.O=C1CCCO1.O=C1CCCO1.O=C1CCCO1
HOMO-LUMO gap in eV: 9.14

Geometry as ORCA input:
```
! wB97M-V def2-TZVPD RIJCOSX def2/J DEFGRID3
* xyz 0 1
C 3.42 3.27 -0.76
C 3.00 2.27 -1.53
C 3.95 1.30 -2.16
C 3.52 -0.18 -2.01
C 4.62 -1.00 -2.73
C 5.89 -1.20 -1.85
C 5.87 -2.54 -1.08
C 7.22 -3.24 -1.06
O 3.59 -0.64 -0.62
S 2.31 -0.47 0.31
O 2.23 0.80 0.95
O 2.39 -1.56 1.25
C 0.83 -0.79 -0.66
P -0.42 -1.65 0.34
O -0.95 -0.73 1.35
O -1.56 -2.08 -0.69
O 0.08 -3.03 0.90
C 1.25 -1.46 -2.01
C 1.87 -2.85 -1.85
N 0.85 -3.91 -1.87
C 1.24 -5.08 -1.12
C 2.16 -0.42 -2.71
P 2.33 -0.70 -4.57
O 1.98 -2.30 -4.78
O 0.94 0.03 -5.11
H 2.76 3.81 -0.09
H 4.47 3.55 -0.73
H 1.94 2.15 -1.68
H 3.96 1.44 -3.25
H 4.97 1.45 -1.82
H 4.94 -0.43 -3.60
H 4.28 -2.01 -2.98
H 6.73 -1.27 -2.54
H 6.01 -0.38 -1.14
H 5.61 -2.31 -0.04
H 5.08 -3.21 -1.43
H 7.13 -4.15 -0.46
H 7.99 -2.64 -0.59
H 7.51 -3.57 -2.06
H 0.40 0.18 -0.94
H -1.84 -1.31 -1.21
H 0.36 -2.86 1.82
H 0.37 -1.56 -2.64
H 2.45 -2.94 -0.92
H 2.56 -3.08 -2.65
H -0.05 -3.56 -1.59
H 2.02 -5.65 -1.64
H 1.65 -4.83 -0.14
H 0.37 -5.71 -0.93
H 1.60 0.51 -2.66
H 1.08 -2.38 -5.12
H 0.24 0.09 -4.42
O -0.43 2.03 -2.59
C -1.35 1.54 -3.17
O -1.36 0.22 -3.51
C -2.56 -0.08 -4.28
C -3.54 1.02 -3.91
C -2.62 2.21 -3.64
H -2.30 -0.07 -5.34
H -2.92 -1.07 -4.02
H -4.29 1.20 -4.67
H -4.06 0.75 -2.99
H -2.40 2.78 -4.55
H -3.01 2.87 -2.87
O 4.15 3.46 4.33
C 3.06 3.00 4.50
O 2.14 3.59 5.30
C 0.97 2.76 5.40
C 1.01 1.87 4.16
C 2.50 1.71 3.93
H 1.04 2.18 6.33
H 0.09 3.39 5.44
H 0.47 0.93 4.29
H 0.56 2.40 3.32
H 2.92 0.87 4.49
H 2.74 1.61 2.87
O -5.24 0.50 -0.84
C -4.45 0.65 0.04
O -3.38 1.47 -0.07
C -2.55 1.35 1.12
C -3.47 0.82 2.20
C -4.44 -0.04 1.39
H -1.71 0.65 0.90
H -2.14 2.33 1.37
H -2.95 0.27 2.98
H -4.02 1.64 2.67
H -4.07 -1.06 1.26
H -5.44 -0.06 1.82
O -7.49 -0.41 2.97
C -7.40 0.50 3.74
O -6.21 1.12 4.00
C -6.39 2.10 5.04
C -7.88 2.43 5.03
C -8.50 1.11 4.59
H -6.07 1.65 5.99
H -5.76 2.96 4.83
H -8.24 2.80 5.99
H -8.07 3.20 4.28
H -8.69 0.45 5.43
H -9.40 1.25 4.00
*
```